9
Properties=species:S:1:pos:R:3:mulliken_charge:R:1 method="wB97M-V/def2-TZVPD" lumo_energy_ha=0.034 gap_ev=11.33 homo_energy_ha=-0.383
C 1.6045 0.3175 0.1807 -0.509
C 1.0023 -0.7284 -0.3799 -0.488
H 1.7924 1.2371 -0.3699 0.243
H 1.3857 0.5858 1.2080 0.235
H 0.9283 -0.7815 -1.4560 0.252
H 0.3958 -1.3497 0.2737 0.271
O -2.6288 0.1221 0.4657 -0.637
H -2.3319 1.0075 0.2649 0.318
H -2.1483 -0.4104 -0.1872 0.315